1.
DFT (ωB97M-V/def2-TZVPD) results for an isolated ion of composition C2H3O5S2 and charge -1 in a non-equilibrium geometry.

Geometry as ORCA input:
```
! wB97M-V def2-TZVPD RIJCOSX def2/J DEFGRID3
* xyz -1 1
C 1.3010 0.0420 -0.7612
C 0.1057 -0.0158 0.1223
O 1.8561 2.0332 1.0917
O 3.2255 1.9949 -0.9204
O 3.3077 -2.0264 -0.8183
O 1.7211 -2.0230 0.9161
O 3.1356 -0.0483 0.7967
S 2.3710 1.2420 -0.0157
S 2.3899 -1.2200 -0.0681
H -0.2571 0.9306 0.2316
H 0.3315 -0.5828 0.9781
H -0.7582 -0.5164 -0.2753
*
```

gap between HOMO and LUMO	8.365	eV
HOMO energy	-4.65	eV
lowest unoccupied orbital energy	3.7	eV
total energy	-34029.3469	eV
relative energy (zero: lowest compared OMol25 entry of this formula, charge and spin)	2.130	eV


2.
DFT (ωB97M-V/def2-TZVPD) results for a 5-piece molecular cluster, C6H23NO4S overall in a non-equilibrium geometry.

Geometry as ORCA input:
```
! wB97M-V def2-TZVPD RIJCOSX def2/J DEFGRID3
* xyz 1 2
C 0.7102 -1.0006 -0.6493
C 1.8757 -1.8565 -0.0628
S 3.3718 -0.8556 0.0388
N 0.4866 0.1870 0.1546
C -0.2691 1.2127 -0.6079
C -1.5761 0.7861 -1.3023
C -1.2964 0.5611 -2.8425
C -2.6529 1.8581 -1.1739
H 1.0194 -0.7951 -1.6764
H -0.1662 -1.6426 -0.7271
H 2.1228 -2.6753 -0.7342
H 1.6020 -2.2252 0.9271
H 2.9184 0.1458 0.7811
H -0.2467 -0.1190 0.7954
H 0.4008 1.6279 -1.3710
H -0.4120 2.0904 0.0304
H -1.9379 -0.1572 -0.8887
H -2.1667 0.9276 -3.3769
H -1.3497 -0.5253 -2.9585
H -0.3586 0.9742 -3.1937
H -2.5770 2.6135 -1.9591
H -3.6881 1.5149 -1.2049
H -2.6057 2.4268 -0.2385
H -1.6085 1.6374 1.8546
H -2.4717 2.5266 2.7763
O -2.2625 1.6096 2.5659
H 1.9301 2.5985 0.6709
H 1.7672 1.6039 1.6679
O 1.8156 2.5713 1.6337
H -0.8559 -3.1606 -1.3730
H -1.3947 -3.5863 0.0024
O -1.5448 -3.6741 -0.9441
H -1.9997 -0.2131 2.6183
H -1.2909 -1.5840 2.6738
O -1.3942 -0.8006 2.1258
*
```

<S²>	0.754
gap between HOMO and LUMO (alpha / beta)	10.491 / 4.681	eV
HOMO energy (alpha / beta)	-13.88 / -13.62	eV
lowest unoccupied orbital energy (alpha / beta)	-3.4 / -8.9	eV
total energy	-27100.7813	eV
relative energy (zero: lowest compared OMol25 entry of this formula, charge and spin)	1.064	eV


3.
DFT (ωB97M-V/def2-TZVPD) results for C25H27ClF2N8O4ReSSe as an isolated structure in a non-equilibrium geometry.

Geometry as ORCA input:
```
! wB97M-V def2-TZVPD RIJCOSX def2/J DEFGRID3
* xyz 2 4
Re 0.3871 0.2427 -0.1276
O -3.2327 -1.5579 0.1525
Cl -2.6821 -0.4391 0.8006
O -3.6127 0.3797 1.4312
O -1.6357 -0.8265 1.6825
O -2.0099 0.3579 -0.2517
F 4.9470 -1.6341 -2.5039
C 4.4198 -1.0241 -1.4498
C 3.0651 -0.7137 -1.4552
C 2.4744 -0.1134 -0.3528
C 3.2803 0.1790 0.7718
C 4.6452 -0.1201 0.7249
F 5.4234 0.1563 1.7719
C 5.2318 -0.7233 -0.3709
C 2.5779 0.6888 1.9435
C 3.1664 1.2436 3.0799
C 2.3657 1.6662 4.1267
C 0.9921 1.4851 4.0452
C 0.4719 0.9476 2.8816
N 1.2349 0.5968 1.8550
H 2.4823 -0.9826 -2.3277
H 6.2790 -0.9773 -0.3684
H 4.2364 1.3446 3.1414
H 2.8116 2.1316 4.9903
H 0.3264 1.7543 4.8496
H -0.5903 0.7687 2.7923
N -0.2802 6.4653 0.3743
C -0.0967 5.1537 0.2403
C 0.9855 4.5992 -0.4815
C 1.1178 3.2384 -0.5763
N 0.2520 2.3674 -0.0237
C -0.7799 2.8904 0.6664
C -0.9906 4.2314 0.8197
H 0.3822 7.1247 0.0043
H -1.0532 6.8183 0.9156
H 1.7176 5.2441 -0.9401
H 1.9455 2.7909 -1.1148
H -1.4985 2.2058 1.0916
H -1.8352 4.5792 1.3910
C -0.4185 -4.5041 3.5904
C 0.7793 -3.9006 2.8609
C 0.3498 -3.2889 1.5909
N 0.7882 -2.1954 1.0921
N 0.1934 -1.8207 -0.0500
C -0.7300 -2.6874 -0.4680
N -1.4087 -2.6146 -1.6103
S -0.9064 -4.0276 0.6046
H -0.1269 -4.8463 4.5775
H -0.8249 -5.3484 3.0343
H -1.1996 -3.7568 3.7111
H 1.5077 -4.6870 2.6425
H 1.2618 -3.1296 3.4631
H -1.3142 -1.7970 -2.1981
H -2.2506 -3.1636 -1.6882
C -3.3755 0.3399 -2.9799
N -2.5931 1.5102 -3.2831
C -3.1208 2.6579 -3.7896
C -2.0903 3.5057 -4.0457
N -0.9410 2.8712 -3.6856
C 0.3720 3.4250 -3.8883
C -1.2575 1.6517 -3.1993
Se 0.0197 0.3462 -2.7147
H -4.4283 0.6177 -2.9552
H -3.1015 -0.0601 -2.0047
H -3.2260 -0.4263 -3.7446
H -4.1730 2.7883 -3.9488
H -2.0971 4.4968 -4.4522
H 0.4842 4.3573 -3.3331
H 0.5276 3.6350 -4.9478
H 1.1189 2.7037 -3.5617
*
```

<S²>	3.784
gap between HOMO and LUMO (alpha / beta)	8.364 / 6.741	eV
HOMO energy (alpha / beta)	-13.72 / -13.76	eV
lowest unoccupied orbital energy (alpha / beta)	-5.4 / -7.0	eV
total energy	-142723.6921	eV
relative energy (zero: lowest compared OMol25 entry of this formula, charge and spin)	0.845	eV


4.
DFT (ωB97M-V/def2-TZVPD) results for a 27-piece molecular cluster, C9H70NO27 overall in a non-equilibrium geometry.

Geometry as ORCA input:
```
! wB97M-V def2-TZVPD RIJCOSX def2/J DEFGRID3
* xyz -1 1
C -1.4865 0.7642 -0.9215
C -0.1526 0.1186 -0.6612
C 0.9025 1.0910 -1.1997
C 2.3000 0.8679 -0.6254
C 2.1917 0.8234 0.8632
C 1.2313 -0.2084 1.4513
N -0.0657 -0.0408 0.7881
O -1.0282 -0.9522 1.2839
C 1.1374 0.1162 2.9233
C 1.8388 -1.6094 1.2829
C -0.0804 -1.1654 -1.4731
H -1.5576 1.0444 -1.9772
H -1.6613 1.6669 -0.3263
H -2.3062 0.0905 -0.6506
H 0.5272 2.1098 -1.0142
H 0.9308 1.0372 -2.2962
H 2.9144 1.7038 -0.9744
H 2.7148 -0.0563 -1.0446
H 1.8928 1.8276 1.2031
H 3.1778 0.7205 1.3379
H 0.5406 -0.6921 3.3519
H 0.7528 1.0845 3.2176
H 2.1455 0.0141 3.3476
H 1.4553 -2.0955 0.3828
H 1.4182 -2.2764 2.0452
H 2.9266 -1.6684 1.2595
H 0.8791 -1.6743 -1.3762
H -0.1574 -0.9451 -2.5374
H -0.8780 -1.8608 -1.2378
O 4.2151 2.8019 3.1610
H 3.8326 3.3232 2.4208
H 3.4850 2.2570 3.4782
O -1.7834 -3.6910 -0.0408
H -1.6311 -2.7493 0.1902
H -0.9036 -4.0195 -0.2973
O -1.0621 4.2959 -1.4867
H -0.8362 4.4727 -2.4079
H -1.7395 3.5912 -1.5244
O -3.7579 2.9665 -1.7154
H -4.2151 3.4072 -0.9863
H -4.4559 2.7492 -2.3448
O -0.7703 -3.2958 2.8760
H -1.7142 -3.3053 3.0842
H -0.6298 -2.4258 2.4029
O 5.3309 3.1717 -0.2306
H 4.5882 2.7049 0.1679
H 5.4172 3.9649 0.3043
O 5.3660 -2.8515 0.4303
H 4.6729 -3.5246 0.4403
H 6.1507 -3.3137 0.7486
O 0.7633 -2.8190 5.3218
H 0.1636 -2.9133 4.5503
H 1.6249 -2.6487 4.9213
O -5.4072 1.0245 -0.5333
H -5.8771 0.6416 0.2160
H -4.4933 1.1028 -0.2169
O 1.3819 -4.9701 2.3237
H 1.7984 -4.3792 1.6888
H 0.6384 -4.4304 2.7143
O -0.9467 3.9034 4.4416
H -0.8425 3.0216 4.0257
H -1.7480 4.2472 4.0352
O 0.8957 -4.6909 -1.1728
H 1.0888 -5.6163 -1.3630
H 0.8721 -4.2342 -2.0407
O -4.5001 -1.3634 1.2423
H -3.5256 -1.2659 1.2915
H -4.8245 -0.5614 1.6770
O -2.0361 -3.9609 -2.9487
H -2.0255 -4.8411 -2.5553
H -2.5645 -3.4360 -2.3269
O 3.7425 -2.5379 -2.3457
H 3.6580 -1.9247 -1.5991
H 3.7242 -3.4156 -1.9464
O -1.3000 1.9275 2.4120
H -0.8963 2.6584 1.9116
H -1.0785 1.0981 1.8578
O 0.7750 -3.3356 -3.7949
H 0.0997 -4.0380 -3.7679
H 1.3814 -3.5775 -4.5086
O -1.7318 -1.0103 4.9446
H -1.6542 -0.2192 4.3913
H -0.8170 -1.3159 5.0858
O -1.2593 2.6002 -4.0656
H -1.8054 1.9391 -3.6107
H -1.7516 3.4275 -4.0006
O 2.1674 -0.9430 -4.0203
H 1.3559 -0.8901 -3.4950
H 2.6539 -1.6755 -3.5797
O 2.9512 4.2342 1.0508
H 2.9444 5.1931 1.1568
H 2.0059 3.9803 1.0407
O -4.4900 0.1187 -3.3047
H -4.5803 0.2464 -2.3434
H -4.9582 0.8742 -3.6796
O -2.0985 -0.6644 -4.7393
H -2.9507 -0.3248 -4.4014
H -2.0438 -1.5779 -4.4187
O 1.6123 3.3670 -4.0054
H 0.9381 2.7985 -3.5985
H 2.0542 3.8155 -3.2749
O -0.0586 4.2425 1.1051
H -0.1579 5.1648 1.3709
H -0.3358 4.2067 0.1494
O -3.8793 0.9888 2.6883
H -3.6586 1.8971 2.4632
H -3.0575 0.4964 2.4866
*
```

gap between HOMO and LUMO	5.919	eV
HOMO energy	-4.52	eV
lowest unoccupied orbital energy	1.4	eV
total energy	-67244.9901	eV
relative energy (zero: lowest compared OMol25 entry of this formula, charge and spin)	2.835	eV


5.
DFT (ωB97M-V/def2-TZVPD) results for C44H35FeN3O4P2S2SbSe2 as an isolated structure in a non-equilibrium geometry.

Geometry as ORCA input:
```
! wB97M-V def2-TZVPD RIJCOSX def2/J DEFGRID3
* xyz 0 6
Fe 0.3658 0.0634 -2.6402
Se 4.1625 0.5809 2.7707
P 2.1422 0.0522 2.9308
C 1.8513 -1.5285 3.7892
C 0.5727 -2.0821 3.8326
C 0.3654 -3.2869 4.4819
C 1.4271 -3.9446 5.0896
C 2.6981 -3.3947 5.0482
C 2.9117 -2.1879 4.3983
C 1.0855 1.2571 3.7722
C 0.7962 2.4487 3.1114
C 0.0550 3.4290 3.7449
C -0.3928 3.2301 5.0450
C -0.0986 2.0500 5.7069
C 0.6416 1.0628 5.0723
C 1.3030 -0.1321 1.3433
C 1.7169 -0.3387 0.0295
N 0.5922 -0.4653 -0.6909
N -0.4502 -0.3613 0.1113
N -0.0565 -0.1729 1.3385
P 3.2594 -0.4062 -0.8818
Se 2.8134 -0.7749 -2.9645
C 4.2829 -1.7430 -0.2449
C 3.9068 -2.4802 0.8695
C 4.7048 -3.5214 1.3136
C 5.8800 -3.8279 0.6480
C 6.2477 -3.1078 -0.4807
C 5.4453 -2.0764 -0.9350
C 4.0578 1.1912 -0.6369
C 5.4359 1.3483 -0.7239
C 5.9943 2.6063 -0.5800
C 5.1817 3.7101 -0.3664
C 3.8049 3.5579 -0.2983
C 3.2412 2.3009 -0.4309
H -0.2516 -1.5721 3.3495
H -0.6274 -3.7149 4.5105
H 1.2604 -4.8873 5.5942
H 3.5282 -3.9027 5.5209
H 3.9011 -1.7482 4.3505
H 1.1438 2.6057 2.0972
H -0.1747 4.3480 3.2232
H -0.9704 3.9995 5.5407
H -0.4437 1.8927 6.7200
H 0.8670 0.1416 5.5943
H 2.9889 -2.2566 1.3922
H 4.4019 -4.0886 2.1837
H 6.5058 -4.6378 0.9988
H 7.1529 -3.3593 -1.0161
H 5.7096 -1.5532 -1.8458
H 6.0831 0.4947 -0.8718
H 7.0682 2.7249 -0.6314
H 5.6228 4.6915 -0.2544
H 3.1665 4.4172 -0.1408
H 2.1650 2.1864 -0.3780
S -0.8974 -1.6736 -3.4400
Sb -2.6080 -0.4009 -2.5222
C -3.0486 1.6616 -2.4307
C -3.9218 2.0756 -1.4742
C -4.3065 3.4283 -1.3968
C -3.7206 4.3775 -2.2568
C -2.8388 4.0084 -3.2154
C -2.4951 2.5776 -3.4681
C -3.4381 -1.4228 -0.8860
C -3.5307 -0.8805 0.3890
C -4.1201 -1.6174 1.4046
C -4.5971 -2.8951 1.1521
C -4.4780 -3.4451 -0.1137
C -3.8985 -2.7093 -1.1356
C -4.0565 -0.7908 -4.0263
C -5.3969 -0.9209 -3.6770
C -6.3588 -1.1072 -4.6578
C -5.9864 -1.1443 -5.9945
C -4.6533 -1.0003 -6.3464
C -3.6872 -0.8305 -5.3643
H -4.3367 1.3831 -0.7535
H -5.0165 3.7383 -0.6443
H -3.9683 5.4227 -2.1302
H -2.3582 4.7353 -3.8537
H -2.9207 2.2790 -4.4468
H -3.0937 0.0832 0.6151
H -4.1859 -1.1972 2.3987
H -5.0504 -3.4684 1.9499
H -4.8316 -4.4478 -0.3091
H -3.8076 -3.1454 -2.1231
H -5.7028 -0.8804 -2.6374
H -7.3981 -1.2207 -4.3781
H -6.7368 -1.2880 -6.7604
H -4.3602 -1.0278 -7.3877
H -2.6432 -0.7487 -5.6468
O -0.5835 2.1346 -1.3262
S -0.0557 2.8176 -2.4925
O 0.0081 4.2373 -2.4613
O -1.0944 2.3710 -3.6969
O 1.1323 2.0940 -2.9661
*
```

<S²>	8.807
gap between HOMO and LUMO (alpha / beta)	7.313 / 6.437	eV
HOMO energy (alpha / beta)	-7.83 / -7.83	eV
lowest unoccupied orbital energy (alpha / beta)	-0.5 / -1.4	eV
total energy	-270721.8590	eV
relative energy (zero: lowest compared OMol25 entry of this formula, charge and spin)	0.772	eV